(1)
Below is a cluster of 12 separate species, C19H62N6O12 in total at a distorted geometry, with properties calculated with ωB97M-V/def2-TZVPD.

Computed properties:
LUMO level, eV: 0.21
HOMO energy, eV: -9.08
Energy, eV: -54214.3611
Maximum force, eV/A: 9.180
Frontier orbital gap, Ha: 0.3416
Energy above the lowest of the compared OMol25 structures with the same formula, charge and spin, kcal per mole: 125.5

Positions of all 99 atoms, in Å:
C -0.41 -4.43 0.58
C -0.32 -4.55 -0.90
O 1.01 -5.07 -1.19
H -1.42 -4.13 0.88
H 0.32 -3.71 1.02
H -0.29 -5.38 1.00
H -0.35 -3.63 -1.40
H -1.17 -5.03 -1.40
H 0.97 -5.26 -2.13
C 3.16 2.71 -2.47
C 2.63 2.25 -1.10
O 1.21 2.37 -0.99
H 3.03 1.92 -3.17
H 4.28 2.82 -2.37
H 2.65 3.70 -2.79
H 3.09 2.70 -0.25
H 2.83 1.24 -0.95
H 0.87 1.71 -0.36
C -3.13 -1.57 2.63
C -3.64 -1.35 1.17
O -3.14 -2.37 0.32
H -3.83 -1.88 3.41
H -2.96 -0.58 3.02
H -2.17 -2.09 2.66
H -3.22 -0.46 0.82
H -4.73 -1.33 1.22
H -2.20 -2.31 0.36
C -0.50 -0.84 -4.18
C 0.72 -1.19 -5.11
O 0.59 -0.63 -6.42
H -0.62 0.27 -4.23
H -0.30 -1.05 -3.14
H -1.51 -1.23 -4.50
H 0.92 -2.26 -5.23
H 1.62 -0.76 -4.68
H 1.46 -0.76 -6.88
C -3.76 1.52 -1.12
C -2.65 0.95 -2.06
O -1.60 1.83 -2.20
H -3.37 1.80 -0.06
H -4.45 0.73 -0.88
H -4.28 2.42 -1.48
H -3.01 0.59 -3.04
H -2.22 0.12 -1.53
H -1.73 2.28 -3.05
C 2.38 -2.59 -2.69
C 2.67 -1.26 -2.08
O 2.50 -1.33 -0.68
H 2.91 -3.35 -2.13
H 2.81 -2.47 -3.71
H 1.34 -2.83 -2.73
H 2.11 -0.47 -2.51
H 3.65 -0.96 -2.40
H 1.56 -1.40 -0.52
C 0.69 -3.22 3.68
C 1.96 -2.54 3.31
O 2.35 -2.54 2.00
H 0.55 -3.26 4.74
H 0.77 -4.25 3.38
H -0.19 -2.74 3.15
H 2.80 -2.94 3.97
H 1.67 -1.48 3.68
H 2.72 -3.45 1.83
C -0.98 4.77 -1.49
O -1.41 4.13 -0.41
N 0.20 4.71 -1.92
N -1.67 5.77 -1.91
H 0.68 3.77 -1.73
H 0.53 5.20 -2.77
H -2.54 6.16 -1.55
H -1.22 6.37 -2.61
C -0.17 -0.17 0.51
O -0.30 -1.09 -0.58
N -0.79 1.00 0.48
N 0.27 -0.50 1.64
H -1.13 1.41 -0.48
H -0.96 1.65 1.29
H 0.73 -1.39 1.70
H 0.28 0.11 2.48
C -2.33 2.62 2.71
O -3.10 1.97 3.65
N -1.05 2.50 2.64
N -2.83 3.46 1.85
H -0.66 1.86 3.31
H -0.40 3.19 2.27
H -3.87 3.56 1.99
H -2.35 3.82 1.02
C 3.50 0.72 1.87
O 4.48 1.61 2.36
H 2.55 1.14 1.66
H 3.34 0.03 2.71
H 3.66 0.23 0.85
H 4.97 1.98 1.67
C -0.49 0.26 4.80
O 0.50 0.78 3.99
H -0.90 -0.63 4.43
H -1.31 0.94 5.04
H -0.06 -0.02 5.82
H 1.23 1.08 4.59

Löwdin population analysis, charges in e, atoms 1 to 8: C -0.076; C -0.286; O -0.090; H 0.072; H 0.064; H 0.062; H 0.065; H 0.120



(2)
Below is a structure of composition C20H24CoN3O2S2Sb2 at a distorted geometry, with properties calculated with ωB97M-V/def2-TZVPD.

Computed properties:
Total charge: -1
LUMO level (spin up / spin down), eV: 2.01 / 2.41
HOMO energy (spin up / spin down), eV: -4.76 / -5.18
⟨S²⟩: 0.91
Energy, eV: -102070.3943
Maximum force, eV/A: 1.333
Frontier orbital gap (spin up / spin down), Ha: 0.2489 / 0.2789
2S+1: 2

Positions of all 54 atoms, in Å:
Co 0.78 1.22 -1.21
C 1.76 1.72 3.45
Sb 1.00 1.06 1.56
C 2.09 -0.77 1.63
C -0.94 0.37 2.30
C -0.97 -1.09 2.58
C -0.48 -1.57 3.79
C -0.40 -2.92 4.07
C -0.82 -3.84 3.12
C -1.33 -3.38 1.92
C -1.44 -2.02 1.63
C -2.03 -1.60 0.32
Sb -0.61 -0.95 -1.17
C 0.41 -2.81 -1.36
C -1.89 -1.19 -2.84
H 1.77 0.86 4.12
H 1.14 2.51 3.87
H 2.77 2.10 3.32
H 1.95 -1.27 2.59
H 3.14 -0.53 1.48
H 1.78 -1.43 0.82
H -1.66 0.69 1.55
H -1.12 0.95 3.21
H -0.15 -0.84 4.53
H -0.01 -3.25 5.03
H -0.75 -4.90 3.32
H -1.68 -4.10 1.18
H -2.72 -0.76 0.42
H -2.58 -2.43 -0.13
H -0.29 -3.59 -1.66
H 0.88 -3.10 -0.42
H 1.19 -2.71 -2.12
H -2.31 -2.20 -2.82
H -1.31 -1.06 -3.75
H -2.67 -0.44 -2.79
S 1.02 0.98 -3.48
C 2.66 0.60 -3.13
S 3.00 0.81 -1.45
C 3.58 0.15 -4.06
C 4.92 -0.16 -3.69
N 6.00 -0.41 -3.40
C 3.21 -0.02 -5.43
N 2.91 -0.16 -6.54
O -2.50 1.28 -0.80
C -1.98 2.39 -0.92
C -2.79 3.68 -0.90
C -1.73 4.77 -0.97
C -0.42 3.99 -0.99
O 0.68 4.51 -0.95
N -0.65 2.64 -1.04
H -3.40 3.70 0.01
H -3.48 3.67 -1.75
H -1.73 5.45 -0.12
H -1.78 5.37 -1.88

Löwdin population analysis, charges in e, atoms 1 to 8: Co -0.330; C -0.323; Sb 1.386; C -0.314; C -0.299; C -0.292; C -0.080; C -0.102



(3)
Below is a cluster of 3 separate species, C41H42BN4O9P in total at a distorted geometry, with properties calculated with ωB97M-V/def2-TZVPD.

Computed properties:
LUMO level, eV: -1.17
HOMO energy, eV: -8.88
Energy, eV: -77554.2074
Maximum force, eV/A: 5.929
Frontier orbital gap, Ha: 0.2833

Positions of all 98 atoms, in Å:
C -2.06 -5.40 -4.68
C -0.67 -4.73 -4.52
O 0.35 -5.42 -5.26
P 1.88 -4.90 -4.86
O 1.71 -3.58 -4.23
C 2.54 -6.19 -3.74
C 4.09 -6.16 -3.55
C 4.69 -4.75 -3.25
C 5.21 -4.52 -1.81
O 6.12 -3.41 -1.91
C 6.06 -5.67 -1.28
N 6.69 -6.51 -0.87
C 4.11 -4.08 -0.78
N 2.91 -4.90 -0.86
C 4.69 -4.29 0.65
N 5.10 -4.59 1.64
B 3.69 -2.51 -0.91
O 4.51 -1.44 -0.56
N 2.33 -2.22 -1.39
C 1.50 -2.03 -0.19
C 2.30 -0.99 -2.21
O 2.82 -4.86 -6.18
C 2.73 -3.60 -6.89
C 1.34 -3.30 -7.50
H -2.03 -6.50 -4.62
H -2.51 -5.03 -5.62
H -2.70 -5.01 -3.87
H -0.79 -3.68 -4.83
H -0.43 -4.74 -3.44
H 1.96 -6.16 -2.80
H 2.30 -7.17 -4.21
H 4.51 -6.48 -4.52
H 4.36 -6.94 -2.83
H 4.02 -3.91 -3.50
H 5.58 -4.63 -3.90
H 6.54 -3.29 -1.05
H 2.29 -4.77 -0.07
H 3.12 -5.88 -1.03
H 4.90 -1.04 -1.36
H 1.63 -1.03 0.27
H 1.71 -2.77 0.61
H 0.43 -2.13 -0.45
H 2.36 -0.11 -1.54
H 1.29 -0.94 -2.67
H 3.11 -0.94 -2.95
H 3.06 -2.81 -6.20
H 3.51 -3.64 -7.68
H 1.44 -2.80 -8.48
H 0.79 -2.59 -6.85
H 0.71 -4.18 -7.64
C -2.02 -1.46 3.39
C -2.32 -0.47 4.32
C -3.05 0.65 3.94
C -3.47 0.79 2.63
C -3.15 -0.20 1.68
C -2.44 -1.32 2.07
C -3.55 -0.04 0.26
O -3.27 -0.89 -0.56
C -4.28 1.19 -0.14
C -4.61 1.38 -1.48
C -5.30 2.52 -1.87
C -5.68 3.46 -0.92
C -5.35 3.28 0.42
C -4.64 2.15 0.81
C -4.26 1.98 2.23
O -4.58 2.81 3.06
H -1.47 -2.34 3.69
H -1.99 -0.58 5.35
H -3.28 1.41 4.67
H -2.20 -2.09 1.35
H -4.32 0.65 -2.22
H -5.56 2.67 -2.91
H -6.23 4.35 -1.22
H -5.63 4.02 1.15
C -0.89 9.76 8.07
C -1.88 10.40 7.33
C -2.39 9.81 6.19
C -1.91 8.57 5.77
C -0.91 7.93 6.50
C -0.41 8.53 7.66
C -0.35 6.63 6.05
O 0.52 6.07 6.69
C -0.87 6.03 4.80
C -0.32 4.84 4.33
C -0.81 4.26 3.17
C -1.86 4.86 2.48
C -2.41 6.05 2.94
C -1.91 6.64 4.09
C -2.48 7.93 4.56
O -3.39 8.46 3.95
H -0.50 10.22 8.97
H -2.25 11.37 7.64
H -3.16 10.31 5.61
H 0.36 8.03 8.23
H 0.49 4.37 4.87
H -0.38 3.34 2.80
H -2.25 4.41 1.57
H -3.22 6.52 2.39

Löwdin population analysis, charges in e, atoms 1 to 8: C -0.074; C -0.301; O -0.228; P 0.565; O -0.272; C -0.207; C -0.193; C -0.094



(4)
Below is a cluster of 3 separate species, C2H12NO2 in total at a distorted geometry, with properties calculated with ωB97M-V/def2-TZVPD.

Computed properties:
LUMO level (spin up / spin down), eV: 0.57 / 0.42
HOMO energy (spin up / spin down), eV: -2.77 / -11.49
⟨S²⟩: 0.75
Energy, eV: -7848.9647
Maximum force, eV/A: 4.820
Frontier orbital gap (spin up / spin down), Ha: 0.1226 / 0.4377
Energy above the lowest of the compared OMol25 structures with the same formula, charge and spin, kcal per mole: 36.5
2S+1: 2

Positions of all 17 atoms, in Å:
C 1.43 0.66 -1.05
N 0.37 1.20 -0.25
C -0.86 1.78 -0.95
H 1.61 -0.40 -1.28
H 2.38 1.08 -0.56
H 1.35 1.16 -2.02
H 0.13 0.34 0.45
H 0.55 2.06 0.16
H -0.50 2.54 -1.78
H -1.30 0.72 -1.36
H -1.51 2.14 -0.19
H -0.69 -3.37 0.14
H -0.55 -4.09 1.53
O -0.78 -3.21 1.14
H -0.75 -1.55 1.58
H -0.27 -0.51 2.67
O -0.61 -0.56 1.79

Löwdin population analysis, charges in e, atoms 1 to 8: C -0.223; N -0.177; C -0.165; H 0.072; H 0.096; H 0.070; H 0.151; H 0.032



(5)
Below is a cluster of 11 separate species, C40H81Cl2N13O16PS in total at a distorted geometry, with properties calculated with ωB97M-V/def2-TZVPD.

Computed properties:
Total charge: +1
LUMO level, eV: -4.71
HOMO energy, eV: -10.21
Energy, eV: -140092.1197
Maximum force, eV/A: 3.129
Frontier orbital gap, Ha: 0.2018

Positions of all 154 atoms, in Å:
C 5.15 0.10 0.13
C 3.71 0.41 0.51
Cl 3.68 1.97 1.45
C 2.79 0.65 -0.67
Cl 3.00 -0.50 -2.00
O 1.43 0.75 -0.16
C 0.44 0.47 -1.00
O 0.21 1.03 -2.04
C -0.52 -0.61 -0.56
C -0.10 -1.86 -0.11
O 1.22 -2.18 -0.06
C -1.02 -2.83 0.27
P -0.60 -4.54 0.79
N -1.32 -5.43 -0.25
O -1.08 -4.80 2.28
O 0.95 -4.81 0.84
N -2.32 -2.51 0.24
C -2.79 -1.31 -0.15
S -4.52 -1.01 -0.12
C -1.88 -0.34 -0.57
N -2.36 0.93 -0.96
C -2.81 0.97 -2.10
O -3.23 0.99 -3.16
H 5.83 0.89 0.39
H 5.30 -0.10 -0.92
H 5.48 -0.77 0.69
H 3.27 -0.31 1.20
H 3.04 1.63 -1.08
H 1.58 -1.89 0.80
H -0.70 -6.03 -0.76
H -2.04 -4.73 2.32
H 1.27 -5.12 -0.01
H -3.03 -3.18 0.52
H -4.79 -1.17 1.19
C 0.10 2.94 1.87
C -1.38 2.85 2.17
O -1.98 1.77 2.19
N -2.03 4.00 2.43
C -1.49 5.35 2.46
H 0.48 1.95 1.69
H 0.27 3.55 0.99
H 0.64 3.37 2.72
H -3.02 3.89 2.63
H -1.66 5.77 3.45
H -2.02 5.96 1.73
H -0.43 5.36 2.24
C 5.43 3.84 -4.40
C 4.26 3.39 -3.56
O 4.41 2.70 -2.56
N 3.01 3.77 -3.96
C 2.65 4.58 -5.11
H 6.34 3.46 -3.95
H 5.34 3.46 -5.41
H 5.48 4.93 -4.42
H 2.28 3.43 -3.36
H 2.12 5.47 -4.78
H 1.99 4.01 -5.77
H 3.53 4.87 -5.68
C 6.78 -4.06 -4.05
C 5.65 -3.38 -3.33
O 5.81 -2.79 -2.27
N 4.41 -3.44 -3.90
C 4.03 -4.09 -5.15
H 7.69 -3.93 -3.47
H 6.59 -5.13 -4.15
H 6.93 -3.63 -5.04
H 3.70 -2.96 -3.38
H 3.61 -3.35 -5.83
H 3.27 -4.85 -4.95
H 4.88 -4.57 -5.62
C 3.79 -6.52 5.51
C 3.44 -5.43 4.52
O 4.04 -4.37 4.49
N 2.42 -5.67 3.65
C 1.60 -6.85 3.53
H 4.62 -6.18 6.12
H 2.94 -6.74 6.15
H 4.10 -7.42 4.98
H 2.25 -4.90 3.02
H 1.71 -7.26 2.52
H 0.55 -6.58 3.69
H 1.88 -7.61 4.25
C 9.31 0.75 0.40
C 8.62 -0.29 -0.46
O 7.65 -0.02 -1.15
N 9.11 -1.55 -0.43
C 10.24 -2.08 0.32
H 8.81 1.70 0.28
H 9.27 0.46 1.45
H 10.35 0.86 0.10
H 8.59 -2.19 -1.02
H 10.97 -2.50 -0.37
H 9.89 -2.88 0.97
H 10.71 -1.31 0.92
C -1.83 3.43 -7.90
C -0.52 3.32 -7.16
O 0.52 3.78 -7.59
N -0.53 2.66 -5.96
C -1.66 2.04 -5.28
H -1.65 3.97 -8.83
H -2.22 2.44 -8.14
H -2.56 3.98 -7.31
H 0.37 2.62 -5.52
H -1.78 2.52 -4.31
H -1.44 0.98 -5.13
H -2.58 2.15 -5.84
C -6.81 4.71 3.83
C -5.44 4.86 4.44
O -4.49 5.35 3.83
N -5.28 4.44 5.72
C -6.28 3.85 6.60
H -6.79 5.09 2.81
H -7.11 3.67 3.80
H -7.55 5.28 4.39
H -4.35 4.57 6.08
H -6.39 4.47 7.49
H -5.95 2.86 6.91
H -7.24 3.77 6.10
C 7.92 -5.57 0.25
C 9.16 -5.75 1.10
O 10.25 -5.31 0.76
N 9.02 -6.42 2.27
C 7.82 -7.00 2.84
H 8.19 -5.02 -0.65
H 7.52 -6.54 -0.04
H 7.16 -5.00 0.79
H 9.88 -6.50 2.79
H 7.62 -6.55 3.81
H 7.97 -8.08 2.97
H 6.97 -6.84 2.19
C -11.85 4.18 2.49
C -10.66 3.79 3.33
O -9.52 4.12 3.05
N -10.90 3.05 4.45
C -12.18 2.57 4.94
H -11.50 4.77 1.64
H -12.35 3.29 2.11
H -12.54 4.79 3.07
H -10.07 2.82 4.97
H -12.36 2.97 5.94
H -12.17 1.48 4.99
H -12.99 2.88 4.29
C -11.65 3.40 -2.31
C -11.63 2.52 -1.09
O -12.54 2.52 -0.28
N -10.55 1.71 -0.92
C -9.39 1.58 -1.77
H -12.57 3.98 -2.31
H -10.80 4.09 -2.30
H -11.62 2.80 -3.22
H -10.61 1.14 -0.08
H -9.30 0.54 -2.12
H -8.49 1.83 -1.20
H -9.45 2.23 -2.63

Löwdin population analysis, charges in e, atoms 1 to 8: C -0.134; C -0.656; Cl 0.667; C -0.665; Cl 0.793; O -0.034; C -0.468; O 0.178



(6)
Below is a structure of composition C24H32ClCuFIN2O4PSi, with properties calculated with ωB97M-V/def2-TZVPD.

Computed properties:
Total charge: -1
LUMO level, eV: 2.37
HOMO energy, eV: -4.02
Energy, eV: -121730.8899
Maximum force, eV/A: 0.212
Frontier orbital gap, Ha: 0.2349
Energy above the lowest of the compared OMol25 structures with the same formula, charge and spin, kcal per mole: 0.0

Positions of all 68 atoms, in Å:
Cu 0.06 -0.89 -1.17
Cl -6.22 -2.33 1.57
C -4.88 -1.74 0.61
C -5.11 -0.81 -0.36
C -4.06 -0.32 -1.14
I -4.47 1.13 -2.58
C -2.73 -0.72 -0.98
O -1.75 -0.26 -1.67
C -2.51 -1.72 0.06
N -1.23 -2.12 0.24
C -0.96 -3.01 1.16
C -1.94 -3.57 1.99
C -3.24 -3.18 1.83
C -3.57 -2.22 0.85
H -6.11 -0.45 -0.53
H 0.08 -3.31 1.25
H -1.66 -4.31 2.73
H -4.03 -3.59 2.46
C 3.22 0.42 1.03
Si 3.14 -0.26 -0.73
C 2.84 1.23 -1.84
C 4.85 -0.95 -1.15
N 1.92 -1.42 -1.02
C 2.02 -2.73 -0.61
C 2.76 -3.18 0.49
C 2.80 -4.52 0.88
C 2.08 -5.48 0.19
C 1.33 -5.08 -0.91
C 1.33 -3.75 -1.29
F 0.58 -3.42 -2.37
H 3.91 1.27 1.10
H 3.55 -0.33 1.75
H 2.23 0.75 1.34
H 3.69 1.91 -1.81
H 1.96 1.78 -1.51
H 2.68 0.92 -2.88
H 5.60 -0.16 -1.11
H 4.85 -1.38 -2.15
H 5.16 -1.74 -0.46
H 3.30 -2.45 1.08
H 3.39 -4.80 1.75
H 2.09 -6.51 0.50
H 0.75 -5.78 -1.49
C 1.53 4.45 2.24
C 1.05 3.79 0.96
O -0.16 3.09 1.24
P -0.55 1.87 0.19
O -0.89 2.85 -1.08
C -0.64 2.41 -2.42
C 0.09 3.52 -3.16
O -1.99 1.53 0.82
C -3.03 2.50 1.00
C -3.26 2.73 2.48
H 2.45 5.00 2.06
H 1.73 3.69 3.00
H 0.77 5.14 2.62
H 1.81 3.09 0.59
H 0.87 4.53 0.18
H -1.59 2.17 -2.89
H -0.05 1.49 -2.41
H -0.50 4.44 -3.15
H 0.25 3.23 -4.20
H 1.06 3.72 -2.71
H -3.92 2.09 0.52
H -2.76 3.43 0.49
H -3.50 1.78 2.97
H -4.09 3.42 2.63
H -2.36 3.14 2.94

Löwdin population analysis, charges in e, atoms 1 to 8: Cu 0.327; Cl 0.632; C -0.623; C -0.199; C -0.647; I 0.912; C -0.452; O -0.181